Computed, not measured: a cluster of 2 separate species, C4H7NO2 in total in a non-equilibrium geometry, with ωB97M-V with the def2-TZVPD basis set.

relative energy (zero: lowest compared OMol25 entry of this formula, charge and spin): 5.897 eV
E_tot: -361.66416 hartree
E_LUMO: 0.8 eV
E_HOMO: -8.6 eV
Kohn-Sham gap: 0.346 Ha

Last column: Mulliken charge in e.
CARTESIAN COORDINATES (ANGSTROEM)
1 C 0.885 -0.919 0.188  -0.526
2 C 1.285 0.849 2.141  0.962
3 C 1.130 -0.237 2.775  -1.095
4 C 0.324 1.052 -1.290  -0.776
5 N 0.098 -0.062 -0.298  0.244
6 O 1.339 1.887 1.611  -0.412
7 O -1.253 -0.055 0.065  -0.494
8 H 1.885 -0.822 -0.263  0.197
9 H -1.207 -0.346 1.011  0.387
10 H 1.233 -0.326 3.852  0.267
11 H 0.971 -1.211 2.233  0.368
12 H 0.164 1.965 -0.707  0.299
13 H 1.310 0.965 -1.686  0.297
14 H -0.452 1.016 -2.045  0.282